C7H14N2O | wB97M-V/def2-TZVPD

Computed properties:
* structure (SMILES): [H]/N=C(\C/C=C(\C)O)[C@@H](C)N
* total charge: 0
* energy: -459.7817 a.u.
* orbital gap: 8.6 eV
* largest force on an atom: 5.40 eV/A
* LUMO energy: 0.88 eV

Element x y z (Å)
C: -0.36 -0.47 -1.53
C: 0.70 1.25 0.15
C: -0.49 0.25 -2.87
C: 0.72 -1.36 1.88
C: -0.60 0.70 -0.34
C: 0.05 -0.07 2.21
N: 0.92 -1.13 -1.40
C: 0.22 1.12 1.56
O: -0.69 -0.13 3.35
N: -1.81 1.06 -0.23
H: -1.10 0.73 3.53
H: -1.17 -1.20 -1.44
H: 0.80 -2.08 -1.05
H: 1.44 -1.20 -2.26
H: -2.10 1.41 0.69
H: 1.57 0.62 -0.05
H: 0.83 2.27 -0.18
H: -0.01 2.04 2.08
H: -0.38 -0.45 -3.70
H: 0.28 1.02 -2.94
H: -1.47 0.70 -2.99
H: 1.63 -1.23 1.32
H: 1.02 -1.84 2.82
H: 0.00 -2.02 1.39

***

C7H14N2O3S | wB97M-V/def2-TZVPD

Computed properties:
* structure (SMILES): CSCC[C@H](N)C(=O)NCC(=O)O
* total charge: 0
* energy: -1008.4481 a.u.
* orbital gap: 8.8 eV
* largest force on an atom: 6.68 eV/A
* LUMO energy: 0.32 eV

Element x y z (Å)
C: 0.34 0.51 0.25
C: 1.49 1.50 0.19
C: -0.87 1.09 -0.57
C: -2.20 0.36 -0.79
C: -4.33 -1.18 -0.34
C: 3.06 -0.35 0.83
C: 2.75 -1.58 -0.11
H: -0.45 0.93 2.06
H: -0.50 -0.78 2.08
H: 0.63 -0.43 -0.42
H: -0.49 1.74 -1.37
H: -1.19 1.93 0.04
H: -2.79 0.94 -1.53
H: -2.06 -0.49 -1.52
H: -5.06 -1.74 0.36
H: -4.67 -0.39 -1.06
H: -3.83 -1.87 -0.99
H: 3.45 1.55 0.24
H: 4.30 -0.25 0.85
H: 2.63 -0.66 1.92
H: 3.19 -0.24 -1.49
N: -0.04 0.18 1.64
N: 2.75 0.87 0.26
O: 1.53 2.66 -0.17
O: 2.38 -2.70 0.42
O: 3.01 -1.28 -1.42
S: -3.04 -0.31 0.62

***

C7H14N3 | wB97M-V/def2-TZVPD

Computed properties:
* structure (SMILES): [H]/N=C1/CC[N@H+](C)N1C(=C)C
* total charge: +1
* energy: -439.0088 a.u.
* orbital gap: 9.3 eV
* largest force on an atom: 4.53 eV/A
* LUMO energy: -3.05 eV

Element x y z (Å)
C: 1.96 0.14 -0.44
C: 0.13 -0.58 2.49
C: -0.08 -0.88 1.18
C: 1.74 1.07 -1.57
C: 0.21 1.25 -1.77
C: -1.06 -1.98 0.89
C: -1.82 1.10 -0.16
N: 2.74 -0.69 -0.03
N: 0.34 0.15 0.29
N: -0.60 0.44 -0.78
H: 0.75 0.31 2.71
H: -0.23 -1.10 3.35
H: 2.37 1.93 -1.41
H: 2.31 0.60 -2.42
H: -0.05 2.25 -1.59
H: -0.14 0.87 -2.80
H: -1.47 -1.94 -0.12
H: -1.95 -1.76 1.64
H: -0.73 -3.02 1.09
H: -2.63 1.05 -0.83
H: -1.95 0.63 0.77
H: -1.53 2.09 0.06
H: 2.66 -1.44 0.65
H: -0.97 -0.49 -1.21

***

C7H14N3 | wB97M-V/def2-TZVPD

Computed properties:
* structure (SMILES): C[n+]1ccnn1C(C)(C)C
* total charge: +1
* energy: -438.9975 a.u.
* orbital gap: 9.8 eV
* largest force on an atom: 5.77 eV/A
* LUMO energy: -4.11 eV

Element x y z (Å)
C: -2.29 -1.54 0.03
C: -2.60 -0.11 0.16
C: 1.37 0.26 1.52
C: 1.49 0.77 -0.89
C: 1.64 -1.69 -0.39
C: -1.39 2.03 -0.19
C: 1.04 -0.32 0.11
N: -1.04 -1.67 -0.06
N: -0.33 -0.64 -0.14
N: -1.56 0.60 -0.01
H: -2.87 -2.44 0.02
H: -3.65 0.10 0.31
H: 2.49 0.47 1.47
H: 0.97 1.16 1.56
H: 0.95 -0.46 2.22
H: 1.33 1.72 -0.47
H: 2.41 0.57 -1.24
H: 0.92 0.70 -1.87
H: 2.74 -1.85 -0.30
H: 1.33 -2.46 0.30
H: 1.37 -1.96 -1.37
H: -1.24 2.41 0.72
H: -0.66 2.08 -0.98
H: -2.42 2.28 -0.53

***

C7H14N3 | wB97M-V/def2-TZVPD

Computed properties:
* structure (SMILES): CN/[NH+]=C\C=C(/N)C1CC1
* total charge: +1
* energy: -439.0433 a.u.
* orbital gap: 9.1 eV
* largest force on an atom: 3.96 eV/A
* LUMO energy: -3.85 eV

Element x y z (Å)
C: 0.25 -1.59 -0.10
C: 1.57 -1.72 -0.52
C: -2.90 0.48 0.68
C: -3.10 0.05 -0.68
C: -2.03 -0.61 0.16
C: -0.63 -0.50 -0.22
C: 2.30 0.91 0.88
N: 2.25 0.47 -0.49
N: -0.34 0.66 -0.84
N: 2.52 -0.88 -0.76
H: -0.24 -2.48 0.28
H: 1.92 -2.69 -0.67
H: -2.58 1.46 0.86
H: -3.53 0.23 1.51
H: -4.05 -0.35 -1.05
H: -2.87 0.80 -1.43
H: -2.17 -1.57 0.80
H: 1.91 1.92 0.83
H: 1.76 0.22 1.37
H: 3.23 0.93 1.48
H: 3.03 0.97 -0.91
H: -1.00 1.36 -0.71
H: 0.71 0.78 -0.91
H: 3.38 -1.33 -0.87

***

C7H14N3 | wB97M-V/def2-TZVPD

Computed properties:
* structure (SMILES): Cc1nc[nH]c1C(C)(C)[NH3+]
* total charge: +1
* energy: -439.1151 a.u.
* orbital gap: 9.2 eV
* largest force on an atom: 4.56 eV/A
* LUMO energy: -3.33 eV

Element x y z (Å)
C: -1.21 -2.80 1.17
C: 0.05 -1.07 1.65
C: -0.41 -0.97 0.32
C: 0.79 -0.08 2.43
C: -1.01 0.04 -2.02
C: 1.31 0.41 -1.19
C: -0.18 0.14 -0.73
N: -0.56 -2.23 2.13
N: -1.20 -2.09 0.03
N: -0.62 1.37 -0.06
H: -1.72 -3.70 1.39
H: 0.72 0.91 1.99
H: 0.41 -0.04 3.56
H: 1.82 -0.42 2.47
H: -0.75 0.96 -2.67
H: -0.54 -0.81 -2.66
H: -2.05 -0.06 -1.99
H: 1.88 -0.49 -1.05
H: 1.34 0.83 -2.14
H: 1.78 1.01 -0.48
H: -1.54 -2.20 -0.90
H: 0.18 1.50 0.62
H: -1.40 1.25 0.61
H: -0.88 2.10 -0.72

***

C7H14N3O2 | wB97M-V/def2-TZVPD

Computed properties:
* structure (SMILES): CN(C)C(=[NH+]C(=O)C=O)N(C)C
* total charge: +1
* energy: -589.6408 a.u.
* orbital gap: 9.5 eV
* largest force on an atom: 0.72 eV/A
* LUMO energy: -4.25 eV

Element x y z (Å)
C: 0.34 -3.92 -1.12
C: 0.89 -2.52 -0.84
C: -0.05 -0.38 -0.04
C: -1.46 1.61 0.27
C: -2.07 -0.11 -1.35
C: 1.53 1.45 0.34
C: 1.92 -0.72 1.35
N: -1.09 0.37 -0.39
N: 1.04 0.11 0.55
N: -0.12 -1.73 -0.31
O: -0.82 -4.17 -0.97
O: 2.01 -2.16 -1.06
H: 1.10 -4.63 -1.49
H: -1.30 2.47 -0.38
H: -2.52 1.56 0.52
H: -0.90 1.73 1.19
H: -2.89 -0.64 -0.85
H: -2.49 0.74 -1.87
H: -1.61 -0.77 -2.08
H: 1.45 2.06 1.24
H: 2.59 1.38 0.07
H: 1.01 1.93 -0.49
H: 2.77 -1.08 0.77
H: 2.29 -0.12 2.18
H: 1.38 -1.58 1.75
H: -1.03 -2.19 -0.31

***

C7H14N3O2 | wB97M-V/def2-TZVPD

Computed properties:
* total charge: +1
* energy: -589.5315 a.u.
* orbital gap: 8.1 eV
* largest force on an atom: 5.02 eV/A
* LUMO energy: -3.10 eV

Element x y z (Å)
C: 0.63 0.39 -1.35
C: 1.46 1.03 0.63
C: 1.57 0.04 -0.36
C: -0.07 1.58 -0.94
C: -1.63 -0.01 -0.29
C: 3.50 -0.94 0.54
C: -1.63 -1.71 1.18
N: 0.54 1.90 0.21
N: -2.45 1.00 0.22
N: -1.93 -0.45 -1.48
O: 2.44 -0.93 -0.43
O: -0.83 -0.61 0.51
H: 0.60 -0.10 -2.31
H: 1.84 1.00 1.59
H: -0.67 2.26 -1.52
H: 4.40 -0.21 0.35
H: 3.77 -2.00 0.62
H: 2.92 -0.77 1.49
H: -2.71 -1.31 1.22
H: -1.19 -1.85 2.13
H: -1.64 -2.67 0.49
H: -1.93 1.65 0.85
H: 0.38 2.77 0.80
H: -1.53 -1.35 -1.74
H: -2.56 -0.10 -2.13
H: -3.27 1.38 -0.28

***

Q: total charge of number 7 (C7H14N3O2)?
A: +1

***

Q: What is the formula in the seventh record?
A: C7H14N3O2